{
  "formula": "CH8O2S2",
  "method": "the ωB97M-V functional and the def2-TZVPD basis",
  "symbols": ["C", "S", "S", "H", "H", "H", "H", "H", "H", "O", "H", "H", "O"],
  "positions_angstrom": [[1.0232, 0.6477, -1.6115], [1.5311, -0.3728, -0.1629], [1.8091, 1.0911, 1.2662], [0.0481, 0.3325, -1.9667], [0.9191, 1.6560, -1.2446], [1.8465, 0.5874, -2.3245], [0.8115, 0.8428, 2.1167], [-1.7271, 0.3071, 1.0233], [-1.4890, -0.2720, 2.4254], [-1.6117, 0.5526, 1.9471], [-1.0858, -2.0838, -1.2192], [-0.7333, -1.3077, 0.0468], [-1.3415, -1.9810, -0.2963]],
  "forces_ev_per_angstrom": [[0.347, -0.287, 0.672], [-0.145, 0.433, 0.056], [0.633, -0.005, -0.017], [0.105, -0.214, -0.363], [0.068, 0.339, 0.003], [-0.472, 0.009, -0.213], [-0.442, -0.096, -0.169], [-0.147, -0.089, 0.065], [-0.144, -0.136, -0.063], [0.176, 0.151, 0.039], [-0.025, -0.041, 0.074], [0.182, -0.341, -0.143], [-0.135, 0.276, 0.060]],
  "mulliken_charge": [-0.7177, -0.0976, -0.1814, 0.2771, 0.3056, 0.2898, 0.1655, 0.3068, 0.3312, -0.6175, 0.3327, 0.2271, -0.6216],
  "smiles": "CSS.O.O",
  "gap_ev": 9.6,
  "charge": 0,
  "energy_ev": -26932.0870,
  "e_homo_ha": -0.3382,
  "e_above_lowest_kcal_mol": 9.9,
  "lumo_energy_ev": 0.38
}